# 1
{
  "formula": "C14H29As3F18N3O2V",
  "method": "ωB97M-V/def2-TZVPD",
  "elements": ["V", "As", "F", "F", "F", "F", "F", "F", "As", "F", "F", "F", "F", "F", "F", "As", "F", "F", "F", "F", "F", "F", "C", "C", "C", "C", "N", "H", "H", "H", "H", "H", "H", "H", "C", "C", "C", "C", "N", "H", "H", "H", "H", "H", "H", "H", "C", "O", "C", "C", "N", "C", "C", "O", "C", "H", "H", "H", "H", "H", "H", "H", "H", "H", "H", "H", "H", "H", "H", "H"],
  "coordinates": [[-10.936456, 5.171183, -13.075317], [-11.079017, 4.264032, -9.341178], [-9.374794, 3.562465, -9.294424], [-10.918906, 4.487390, -11.223260], [-12.756031, 4.738008, -9.502111], [-11.247927, 4.113701, -7.612302], [-10.585665, 5.963839, -9.181630], [-11.719674, 2.579043, -9.623128], [-7.197658, 3.689440, -13.679968], [-5.568128, 3.200482, -14.236174], [-6.574152, 4.630077, -12.295425], [-8.918463, 4.293224, -13.122665], [-8.010797, 2.852383, -15.015933], [-7.303971, 2.262425, -12.644638], [-7.244644, 5.099245, -14.802977], [-11.572469, 8.244849, -15.370658], [-11.818531, 9.655641, -16.535212], [-13.377418, 8.158696, -15.126087], [-11.289542, 6.831787, -14.195827], [-9.774541, 8.387337, -15.667261], [-11.532242, 9.300606, -13.916449], [-11.648211, 6.996335, -16.726760], [-5.705863, 9.540500, -13.613599], [-6.724106, 8.387163, -13.516508], [-7.765837, 8.600663, -12.447641], [-8.765745, 7.529401, -12.371373], [-9.565081, 6.689467, -12.305778], [-6.163493, 10.528485, -13.562893], [-5.027089, 9.414538, -14.457090], [-5.023424, 9.405341, -12.774483], [-6.120459, 7.479671, -13.529643], [-7.196451, 8.162970, -14.472913], [-8.266093, 9.533759, -12.706828], [-7.289355, 8.628172, -11.467690], [-7.478780, 5.023914, -19.309072], [-8.276348, 4.468293, -18.067038], [-9.232260, 5.587999, -17.628503], [-9.787911, 5.288744, -16.313452], [-10.189027, 4.946113, -15.298719], [-7.409827, 6.106713, -19.204665], [-7.920841, 4.788531, -20.277197], [-6.486122, 4.573932, -19.324620], [-7.727015, 4.305485, -17.139770], [-8.822060, 3.546889, -18.270335], [-9.805394, 6.273029, -18.253288], [-8.516238, 6.311408, -17.238534], [-12.141007, 7.688922, -10.930603], [-12.274267, 6.693815, -11.921869], [-13.685901, 6.552184, -12.222645], [-13.951582, 5.620062, -13.413680], [-12.995258, 4.555040, -13.249552], [-13.081836, 3.876715, -14.548328], [-12.132167, 2.701645, -14.426163], [-11.038716, 3.025501, -13.485579], [-10.448132, 1.802082, -12.978942], [-12.304516, 8.627859, -11.459515], [-11.096931, 7.956315, -10.767828], [-12.805465, 7.678331, -10.066601], [-14.004500, 7.520775, -12.607906], [-14.290954, 6.335256, -11.342320], [-13.843157, 6.217521, -14.318877], [-14.968984, 5.229858, -13.440857], [-13.544250, 3.861686, -12.761738], [-12.657965, 4.513026, -15.325212], [-14.053998, 3.428665, -14.753909], [-11.863457, 2.263723, -15.387472], [-12.848102, 1.990336, -14.014377], [-9.666647, 1.874796, -12.222579], [-10.066947, 1.113778, -13.733288], [-11.287053, 1.233327, -12.577897]],
  "forces_ev_per_angstrom": [[-0.06, -1.27, 0.43], [0.71, -1.42, -0.51], [-2.62, 1.42, -0.24], [0.04, -1.01, 2.97], [0.60, 0.29, -0.07], [0.23, 0.02, -0.88], [-0.11, -1.74, -0.19], [1.09, 1.75, 0.13], [-0.94, 0.81, 0.10], [-1.68, 0.67, 0.55], [-0.29, -0.71, -1.65], [2.91, -1.25, -0.21], [0.63, -0.04, 1.02], [-0.06, 1.04, -0.87], [0.72, -0.72, 1.22], [-0.07, 0.83, -0.93], [0.33, -2.17, 1.76], [2.06, -0.20, -0.45], [-1.02, 2.90, -2.44], [-2.17, -0.26, 0.64], [0.31, -0.90, -1.63], [-0.35, 1.96, 1.67], [-0.03, -0.78, 0.60], [1.07, -0.44, -2.00], [0.12, -0.64, 0.13], [-1.32, -1.33, -0.03], [2.51, 2.14, 0.01], [0.12, 0.02, -0.22], [-0.44, 0.22, -0.36], [-0.06, 0.41, 0.38], [-0.15, -0.34, 1.27], [-0.56, 0.80, -0.19], [-0.19, 0.05, 0.43], [-0.09, 0.39, 0.13], [0.01, -0.96, 1.14], [-0.79, 0.77, -1.19], [1.30, 1.03, 1.90], [-0.99, -0.83, -0.73], [-0.10, 0.11, -0.27], [0.26, -0.05, -0.13], [-0.36, 0.01, 0.18], [0.13, 0.23, -0.01], [0.68, -0.25, -0.49], [0.09, -0.04, -0.24], [-0.60, -0.99, -0.32], [0.50, 0.61, -0.21], [0.83, 2.38, -1.39], [-1.94, -0.88, 0.87], [-0.38, 1.34, -0.85], [0.21, 1.87, 1.73], [-1.97, -0.99, -2.68], [2.89, -0.53, -1.00], [-0.24, -0.42, 1.19], [-0.78, -2.06, -1.67], [-0.97, -0.91, 0.05], [-1.13, 0.49, -0.15], [0.12, -1.40, 0.85], [0.32, -0.75, 0.05], [-0.19, 0.44, 0.38], [0.35, -0.34, 0.26], [0.51, -0.46, -0.05], [-0.23, 0.12, 0.31], [0.80, -0.09, 1.73], [-0.77, 0.40, -0.09], [-0.29, 0.60, -0.31], [0.78, 0.33, 0.02], [0.78, -0.95, 0.85], [-0.30, 1.00, -0.15], [0.27, 0.62, -0.70], [-0.04, -0.01, 0.57]],
  "mulliken_spin": [2.7728, 0.0046, 0.0000, -0.0019, 0.0007, 0.0000, 0.0005, -0.0001, 0.0238, -0.0003, 0.0023, -0.0176, 0.0022, 0.0022, 0.0027, 0.0364, -0.0003, 0.0043, -0.0307, 0.0050, 0.0039, 0.0030, 0.0001, 0.0010, 0.0049, 0.0190, 0.0569, 0.0000, 0.0000, 0.0000, 0.0000, -0.0002, 0.0006, 0.0011, 0.0001, 0.0007, 0.0069, 0.0124, 0.0388, 0.0000, 0.0000, 0.0000, -0.0002, 0.0001, 0.0014, 0.0009, 0.0069, -0.0001, -0.0010, 0.0200, 0.0325, 0.0043, -0.0020, -0.0197, 0.0063, -0.0001, -0.0002, 0.0003, -0.0020, -0.0012, -0.0070, 0.0003, 0.0104, -0.0063, 0.0035, -0.0032, -0.0002, -0.0025, 0.0023, 0.0002],
  "homo_energy_ev": [-4.30, -7.78],
  "spin_multiplicity": 4,
  "gap_ev": [6.223, 9.697],
  "total_charge": -1,
  "energy_ha": -10314.887438
}

# 2
{
  "formula": "C14H29AuN3P2",
  "method": "ωB97M-V/def2-TZVPD",
  "elements": ["Au", "N", "C", "C", "N", "C", "C", "N", "H", "H", "H", "H", "H", "H", "H", "H", "H", "H", "H", "H", "H", "C", "P", "C", "C", "C", "C", "C", "C", "C", "P", "C", "C", "H", "H", "H", "H", "H", "H", "H", "H", "H", "H", "H", "H", "H", "H", "H", "H"],
  "coordinates": [[0.576742, 0.230302, 0.584949], [0.222009, 0.535354, 2.720359], [0.755578, 1.857035, 3.161361], [0.326558, 2.912435, 2.172531], [0.794473, 2.557265, 0.808251], [2.165047, 3.004288, 0.412310], [3.246944, 2.009685, 0.764623], [2.895562, 0.678569, 0.200350], [0.636360, -0.245013, 3.228110], [-0.788246, 0.476999, 2.830370], [0.372804, 2.068202, 4.162342], [1.833986, 1.767083, 3.241735], [-0.765417, 2.951943, 2.140060], [0.670855, 3.902950, 2.474484], [0.145705, 2.958862, 0.140212], [2.142852, 3.145529, -0.669488], [2.384132, 3.977705, 0.855409], [4.201227, 2.370455, 0.380900], [3.367630, 1.894844, 1.838928], [3.043055, 0.686585, -0.807594], [3.523310, -0.033339, 0.562993], [-3.066167, -0.351637, 0.823249], [-1.782292, 0.242024, -0.287096], [-2.308010, 1.848956, -0.913531], [-1.586818, -0.892374, -1.655426], [-2.455435, -0.792344, -2.743224], [-2.355970, -1.689594, -3.797151], [-1.383594, -2.679017, -3.779779], [-0.504784, -2.779597, -2.708463], [-0.601102, -1.894321, -1.637678], [0.513576, -2.071241, -0.242439], [-0.140632, -3.318282, 0.878241], [2.106001, -2.675519, -0.833179], [-3.976031, -0.488447, 0.233404], [-3.267242, 0.377297, 1.609729], [-2.794146, -1.308062, 1.268198], [-3.323552, 1.764636, -1.308889], [-1.648873, 2.190372, -1.711689], [-2.339231, 2.581851, -0.105325], [-3.220398, -0.026307, -2.781496], [-3.039131, -1.613067, -4.633293], [-1.305232, -3.375447, -4.604775], [0.248268, -3.557763, -2.721485], [-0.261097, -4.250268, 0.321787], [-1.111134, -3.018787, 1.271223], [0.549778, -3.488382, 1.705124], [2.002675, -3.709781, -1.168163], [2.830972, -2.664232, -0.018507], [2.468455, -2.068408, -1.662550]],
  "forces_ev_per_angstrom": [[0.26, 0.23, -0.71], [-0.30, -0.18, 0.15], [-0.07, -0.15, 0.16], [-0.01, -0.06, -0.20], [0.11, -0.03, 0.01], [-0.22, 0.14, 0.01], [-0.06, -0.21, 0.02], [0.03, 0.06, -0.06], [0.00, 0.06, 0.06], [0.04, 0.04, 0.21], [-0.03, 0.03, 0.00], [0.06, 0.01, -0.02], [0.01, 0.05, 0.03], [0.09, -0.02, 0.02], [0.02, 0.08, 0.03], [0.02, 0.01, -0.01], [0.01, 0.00, 0.02], [0.02, -0.01, -0.06], [0.01, 0.01, 0.04], [0.06, 0.02, 0.01], [0.02, 0.01, 0.02], [0.01, -0.02, 0.10], [0.01, 0.15, 0.06], [-0.07, -0.01, -0.01], [-0.12, 0.02, -0.13], [0.01, 0.02, -0.02], [-0.03, 0.03, -0.01], [0.04, -0.04, -0.02], [-0.01, 0.01, -0.02], [0.01, -0.13, -0.11], [0.21, 0.01, 0.33], [-0.02, -0.02, 0.05], [-0.01, -0.04, -0.04], [-0.04, -0.01, 0.03], [-0.03, 0.01, 0.00], [-0.02, -0.01, -0.01], [-0.01, 0.03, -0.02], [0.01, -0.01, 0.01], [0.00, -0.02, 0.00], [0.02, -0.01, 0.01], [0.01, 0.00, 0.02], [0.00, 0.01, 0.02], [-0.01, 0.01, 0.00], [-0.01, -0.03, 0.02], [0.00, -0.03, 0.00], [0.01, -0.01, 0.00], [0.02, 0.00, -0.02], [-0.02, -0.01, 0.01], [0.00, 0.00, 0.01]],
  "mulliken_spin": [0.6047, 0.3234, 0.0023, -0.0067, 0.1395, 0.0024, -0.0091, 0.0812, -0.0089, -0.0129, 0.0167, 0.0015, 0.0043, 0.0026, -0.0052, -0.0008, 0.0057, 0.0045, 0.0026, -0.0009, -0.0074, 0.0079, 0.4151, 0.0161, 0.0320, 0.0087, 0.0133, 0.0160, 0.0018, -0.0152, 0.2981, -0.0008, 0.0065, 0.0127, 0.0007, 0.0004, 0.0202, -0.0007, 0.0028, -0.0008, 0.0009, 0.0004, -0.0001, 0.0071, 0.0014, 0.0017, 0.0115, 0.0030, 0.0001],
  "homo_energy_ev": [-17.39, -18.81],
  "spin_multiplicity": 3,
  "gap_ev": [8.624, 5.434],
  "total_charge": 3,
  "energy_ha": -1532.503876
}